The following is a DFT calculation (ωB97M-V/def2-TZVPD) of a structure of composition C34H60BKO38 at a distorted geometry.

Atoms and positions in Å:
K 16.638 19.014 2.364
O 10.002 16.567 -0.575
C 10.618 16.115 0.439
O 11.861 15.576 0.441
B 12.307 15.443 1.858
O 11.033 15.645 2.671
C 10.054 16.124 1.886
O 8.842 16.352 2.166
O 13.258 16.447 2.263
C 14.410 15.912 2.480
O 15.445 16.493 2.876
C 14.222 14.395 2.284
O 12.896 14.138 2.123
O 15.060 13.527 2.489
C 12.081 19.489 1.634
O 12.430 20.412 0.505
C 13.620 20.988 0.331
O 14.555 20.815 1.108
O 13.572 21.764 -0.759
C 14.723 22.507 -0.988
H 11.885 18.497 1.226
H 11.221 19.787 2.233
H 12.805 19.380 2.442
H 14.863 23.202 -0.160
H 14.588 23.171 -1.842
H 15.601 21.862 -1.006
C 9.379 12.806 3.265
O 8.511 12.169 2.330
C 8.744 12.209 1.092
O 9.602 12.959 0.490
O 8.061 11.309 0.435
C 8.367 10.957 -0.919
H 8.969 13.794 3.474
H 10.413 12.843 2.925
H 9.342 12.429 4.287
H 9.450 10.852 -0.971
H 7.956 11.763 -1.527
H 7.908 10.016 -1.223
C 13.442 17.992 -1.672
O 14.479 17.088 -1.959
C 15.532 17.035 -1.071
O 15.824 17.903 -0.214
O 16.366 16.039 -1.442
C 17.412 15.636 -0.620
H 13.096 17.909 -0.641
H 12.630 17.869 -2.389
H 13.824 18.976 -1.945
H 17.273 15.945 0.416
H 18.244 16.188 -1.056
H 17.549 14.557 -0.698
C 13.511 7.477 -0.887
O 13.109 8.749 -1.304
C 13.054 9.716 -0.350
O 13.456 9.689 0.806
O 12.552 10.768 -0.965
C 12.592 12.161 -0.479
H 14.505 7.565 -0.448
H 13.489 6.740 -1.690
H 12.920 7.131 -0.039
H 12.059 12.363 0.450
H 12.274 12.809 -1.295
H 13.639 12.434 -0.348
C 21.426 10.380 0.206
O 20.100 10.159 0.603
C 19.164 11.178 0.585
O 19.433 12.324 0.222
O 18.041 10.564 1.157
C 16.865 11.206 1.665
H 21.496 10.652 -0.847
H 21.927 9.414 0.270
H 21.986 11.044 0.864
H 15.912 10.988 1.183
H 16.913 12.260 1.395
H 16.802 11.118 2.750
C 7.405 19.192 0.589
O 6.523 19.885 1.395
C 5.410 19.275 1.924
O 5.138 18.108 1.709
O 4.590 20.216 2.538
C 3.465 19.732 3.216
H 8.072 18.664 1.271
H 7.952 19.848 -0.088
H 6.963 18.436 -0.059
H 2.908 20.491 3.766
H 3.756 18.915 3.878
H 2.694 19.483 2.487
C 18.311 14.521 3.789
O 19.534 15.254 3.556
C 19.658 16.283 2.653
O 18.665 16.853 2.138
O 20.985 16.576 2.473
C 21.379 17.636 1.661
H 18.333 13.765 4.573
H 17.886 14.145 2.858
H 17.644 15.312 4.132
H 20.897 17.673 0.684
H 22.460 17.777 1.691
H 20.982 18.565 2.071
C 9.309 18.057 -3.378
O 8.683 18.376 -4.599
C 9.336 18.269 -5.820
O 10.481 17.924 -5.947
O 8.516 18.716 -6.832
C 8.954 18.585 -8.211
H 10.076 17.283 -3.383
H 8.608 17.893 -2.559
H 9.929 18.770 -2.834
H 10.037 18.522 -8.324
H 8.435 19.350 -8.788
H 8.546 17.659 -8.615
C 12.139 14.139 5.613
O 12.166 13.689 6.920
C 13.315 13.695 7.634
O 14.485 13.519 7.160
O 12.950 13.845 8.836
C 13.940 13.792 9.838
H 12.567 13.502 4.839
H 12.662 15.091 5.530
H 11.141 14.458 5.312
H 14.741 14.499 9.625
H 14.534 12.886 9.958
H 13.384 14.086 10.728
C 6.792 15.249 -0.663
O 6.402 14.776 -2.051
C 5.493 15.464 -2.663
O 4.824 16.397 -2.197
O 5.465 15.042 -4.011
C 4.974 16.017 -4.971
H 7.325 16.200 -0.664
H 7.342 14.504 -0.089
H 5.939 15.540 -0.049
H 3.927 16.316 -5.015
H 4.970 15.723 -6.021
H 5.703 16.824 -4.897

Summary:
* E_LUMO (alpha / beta): 0.980 / 0.942 eV
* molar mass: 1126.7 g mol⁻¹
* highest occupied orbital energy (alpha / beta): -1.3 / -5.3 eV
* multiplicity: 2
* frontier orbital gap (alpha / beta): 0.083 / 0.230 hartree
* total charge: -1

Results of the Löwdin charge analysis, in e, for atoms 1 through 6: 0.85 0.05 -0.31 0.20 -0.95 0.17

The following is a DFT calculation (ωB97M-V/def2-TZVPD) of the ion C4H9N2 with charge +1 at a distorted geometry.

Atoms and positions in Å:
C -0.467 0.586 2.708
C 0.328 -0.097 1.829
C -0.364 -0.325 -1.841
C 0.207 -0.316 0.427
N -0.772 -0.283 -0.443
N 0.934 0.218 -1.802
H -0.471 0.782 3.780
H -1.202 1.202 2.319
H 1.235 -0.573 2.347
H -0.434 -1.327 -2.300
H -1.151 0.373 -2.342
H 1.283 -0.542 0.113
H -1.717 -0.216 -0.161
H 1.625 -0.505 -2.205
H 0.967 1.023 -2.427

Summary:
* E_LUMO: -5.281 eV
* SMILES: C=C/C=[NH+]/CN
* molar mass: 85.1 g mol⁻¹
* highest occupied orbital energy: -14.5 eV
* multiplicity: 1
* frontier orbital gap: 0.340 hartree
* total charge: +1

Results of the Löwdin charge analysis, in e, for atoms 1 through 6: 0.13 -0.10 -0.25 -0.05 0.10 -0.01

The following is a DFT calculation (ωB97M-V/def2-TZVPD) of a structure of composition CH2Cl3NO2S at a distorted geometry.

Atoms and positions in Å:
C -1.329 -0.149 -0.019
N 1.220 -0.800 -0.569
O 0.381 1.701 -0.755
O 0.870 0.751 1.533
S 0.386 0.541 0.151
Cl -2.491 1.261 0.113
Cl 1.212 -1.943 0.678
Cl 2.838 -0.224 -0.830
H -1.401 -0.407 -1.131
H -1.686 -0.730 0.830

Summary:
* E_LUMO: -0.656 eV
* molar mass: 198.5 g mol⁻¹
* highest occupied orbital energy: -11.0 eV
* multiplicity: 1
* frontier orbital gap: 0.379 hartree
* total charge: 0

Results of the Löwdin charge analysis, in e, for atoms 1 through 6: -0.59 -1.07 -0.35 -0.36 0.46 0.54